[1]
{"formula": "C3HClIN", "method": "ωB97M-V/def2-TZVPD", "largest_force_ev_per_a": 4.36, "homo_lumo_gap_ev": 9.5827, "charge": 0, "e_tot_ev": -25238.6218, "de_lowest_kcal_mol": 10.0, "smiles": "N#C/C(Cl)=C/I", "symbols": ["N", "C", "C", "Cl", "C", "I", "H"], "coordinates": [[-2.1161, -0.2638, -1.3610], [-1.0710, -0.3841, -0.9811], [0.2319, -0.2942, -0.3485], [1.5607, -0.9313, -1.0561], [0.1919, 0.2702, 0.8310], [1.9209, 0.7594, 1.9282], [-0.7183, 0.8438, 0.9875]], "forces_ev_per_a": [[-3.9, 0.1, -1.6], [4.2, 0.0, 1.2], [-2.0, -0.4, 0.0], [1.8, -1.1, -1.3], [0.6, 2.0, 1.0], [-0.8, -0.3, -0.2], [0.2, -0.3, 0.9]]}


[2]
{"formula": "C5H8N2", "method": "ωB97M-V/def2-TZVPD", "largest_force_ev_per_a": 0.60, "homo_lumo_gap_ev": 10.4909, "charge": 0, "e_tot_ev": -8292.0168, "de_lowest_kcal_mol": 68.7, "smiles": "C=C[C@@H](N)C1=NC1", "symbols": ["C", "C", "C", "N", "C", "N", "C", "H", "H", "H", "H", "H", "H", "H", "H"], "coordinates": [[-1.2707, -1.6648, -0.4064], [-0.2494, -0.8819, -0.7246], [0.7334, -0.3173, 0.2743], [2.1099, -0.5609, -0.1154], [0.2456, 1.0894, 0.4462], [0.4476, 2.3144, 0.6262], [-0.9947, 1.8139, 0.4368], [-2.0039, -1.9679, -1.1469], [-1.4190, -2.0180, 0.6124], [-0.1466, -0.4895, -1.7375], [0.5655, -0.8014, 1.2463], [2.7528, -0.3089, 0.6272], [2.3610, -0.0163, -0.9342], [-1.6486, 1.7607, 1.3055], [-1.4829, 2.0485, -0.5098]], "forces_ev_per_a": [[0.1, 0.0, -0.1], [-0.2, -0.2, 0.0], [-0.2, -0.1, 0.1], [0.1, 0.2, 0.0], [0.0, 0.4, 0.1], [0.2, -0.6, -0.1], [-0.4, 0.1, 0.0], [0.1, 0.0, 0.1], [0.0, 0.0, -0.2], [0.0, -0.2, 0.1], [0.0, 0.0, -0.2], [-0.1, 0.0, -0.1], [0.0, 0.0, 0.1], [0.1, 0.3, 0.0], [0.1, 0.1, 0.2]]}


[3]
{"formula": "C20H53F4NO9P2S6Si", "method": "ωB97M-V/def2-TZVPD", "largest_force_ev_per_a": 5.69, "homo_lumo_gap_ev": 6.5886, "charge": 0, "e_tot_ev": -143840.9262, "symbols": ["N", "P", "Si", "C", "C", "C", "F", "C", "C", "C", "F", "C", "F", "F", "C", "P", "O", "O", "O", "H", "H", "H", "H", "H", "H", "H", "H", "H", "H", "H", "H", "H", "H", "H", "H", "H", "C", "S", "O", "C", "H", "H", "H", "H", "H", "H", "C", "S", "O", "C", "H", "H", "H", "H", "H", "H", "C", "S", "O", "C", "H", "H", "H", "H", "H", "H", "C", "S", "O", "C", "H", "H", "H", "H", "H", "H", "C", "S", "O", "C", "H", "H", "H", "H", "H", "H", "C", "S", "O", "C", "H", "H", "H", "H", "H", "H"], "coordinates": [[2.0089, -0.5275, 6.5324], [0.6386, -0.5245, 5.6755], [0.8842, -0.1375, 3.5315], [2.3532, -1.0363, 2.6847], [3.2237, -2.0396, 3.6429], [2.5184, -3.5485, 3.8016], [3.5670, -4.3956, 4.4741], [1.1878, 1.7771, 3.2863], [2.2823, 2.4048, 4.3330], [3.7848, 2.4867, 3.6522], [4.0198, 2.5528, 2.1720], [5.0001, 2.5382, 4.5588], [5.3011, 3.8596, 5.2226], [5.8574, 1.3424, 4.8084], [-0.7014, -0.5426, 2.4678], [-2.2689, -0.8206, 3.5231], [-2.6611, 0.4202, 4.4462], [-2.1713, -2.3422, 4.4338], [-3.6429, -1.0552, 2.4221], [2.1093, -1.4506, 7.0143], [-0.2174, 0.5199, 6.2094], [-0.0652, -1.7976, 5.8796], [1.9105, -1.7097, 1.8087], [3.0301, -0.2250, 2.1351], [4.2380, -2.2579, 3.0512], [3.5554, -1.5846, 4.6737], [2.3610, -3.9732, 2.7015], [1.5389, -3.5279, 4.4418], [0.1702, 2.3240, 3.4784], [1.5340, 1.9271, 2.1634], [2.3972, 1.8060, 5.3335], [1.9530, 3.5124, 4.6002], [-0.8179, 0.2982, 1.6529], [-0.4807, -1.5730, 1.9065], [-2.7184, -2.2019, 5.2733], [-3.3519, -0.5955, 1.5808], [-7.2013, -0.5816, 0.6001], [-5.8970, -1.0987, -0.5419], [-4.8501, -0.0244, -0.5470], [-6.8834, -0.9041, -2.0460], [-6.7975, -0.5885, 1.6153], [-7.5375, 0.4278, 0.3510], [-8.0380, -1.2815, 0.5395], [-7.2393, 0.1256, -2.1287], [-7.7307, -1.5931, -2.0181], [-6.2543, -1.1401, -2.9074], [4.7441, 0.3665, -2.0529], [3.2637, 0.4355, -1.0154], [3.4725, -0.5084, 0.1316], [2.1707, -0.3836, -2.2018], [5.5801, 0.7949, -1.4949], [4.9731, -0.6709, -2.3086], [4.5800, 0.9497, -2.9621], [2.5616, -1.3738, -2.4479], [2.0928, 0.2245, -3.1060], [1.1816, -0.4868, -1.7496], [0.5455, -3.0051, 10.7466], [-0.8451, -2.4283, 9.7434], [-0.4013, -2.4360, 8.3106], [-0.7889, -0.7148, 10.3211], [0.7234, -4.0592, 10.5211], [1.4422, -2.4277, 10.5093], [0.3000, -2.8987, 11.8059], [0.1917, -0.2815, 10.1102], [-0.9896, -0.6851, 11.3945], [-1.5576, -0.1447, 9.7940], [4.4441, 2.5418, -6.7883], [2.9637, 2.6108, -5.7508], [3.1725, 1.6669, -4.6038], [1.8707, 1.7917, -6.9372], [5.2801, 2.9702, -6.2303], [4.6731, 1.5045, -7.0440], [4.2800, 3.1250, -7.6974], [2.2616, 0.8015, -7.1833], [1.7928, 2.3999, -7.8414], [0.8816, 1.6885, -6.4850], [-0.5765, 6.1009, -8.6767], [-0.3914, 4.4795, -9.4573], [0.2854, 3.5774, -8.4682], [0.8546, 4.9978, -10.6622], [-1.2907, 6.0117, -7.8547], [0.3859, 6.4391, -8.2851], [-0.9563, 6.8172, -9.4090], [1.7271, 5.4051, -10.1456], [0.4270, 5.7510, -11.3279], [1.1552, 4.1263, -11.2485], [-5.6033, -3.8288, -6.4012], [-5.2878, -3.7136, -4.6236], [-5.3552, -2.2633, -4.2467], [-3.5398, -4.1704, -4.7182], [-6.6415, -3.5454, -6.5892], [-4.9391, -3.1512, -6.9432], [-5.4435, -4.8570, -6.7342], [-3.0056, -3.4711, -5.3658], [-3.4491, -5.1870, -5.1076], [-3.1148, -4.1295, -3.7125]], "forces_ev_per_a": [[-0.4, -0.8, -0.4], [0.4, -1.1, 3.4], [0.7, 1.1, -2.5], [0.5, -1.1, -0.3], [1.2, -0.9, -0.8], [1.5, 1.2, -0.4], [-2.4, 1.5, -1.3], [-0.1, 0.6, 0.1], [0.7, 1.6, -0.8], [2.1, 1.0, 1.6], [-0.8, -1.8, 3.9], [-1.4, -0.2, -1.7], [-1.0, -5.1, -0.7], [-1.6, 4.8, -1.2], [-0.5, -1.7, -0.8], [-3.6, 2.5, 1.8], [2.0, -4.5, -2.8], [-0.9, 3.3, -1.1], [3.7, 0.5, 0.9], [-0.1, 1.1, -0.6], [0.0, -0.7, -0.7], [0.1, 1.3, -0.5], [1.0, 1.5, 1.7], [-1.4, -1.9, 1.4], [-2.2, 0.4, 1.3], [-1.1, -0.9, -2.0], [0.2, 0.7, 2.6], [2.0, -0.3, -1.1], [1.9, -0.9, -0.5], [-0.7, -0.1, 2.3], [-0.2, 1.0, -2.1], [0.6, -2.2, -0.5], [-0.3, -1.6, 1.7], [-0.5, 2.2, 1.1], [1.0, 0.0, -1.6], [-0.8, -0.6, 1.0], [0.0, 0.1, 0.2], [-0.1, 0.2, -0.2], [-0.3, -0.3, 0.1], [0.1, 0.3, -0.1], [0.1, 0.0, -0.2], [0.1, -0.1, -0.1], [0.1, 0.0, 0.0], [0.0, 0.0, 0.2], [0.1, 0.0, 0.1], [-0.1, 0.0, 0.3], [0.1, 0.0, 0.0], [0.2, -0.2, -0.2], [0.0, 0.2, -0.7], [-0.1, -0.1, 0.0], [-0.2, -0.1, 0.1], [-0.1, 0.0, 0.1], [-0.2, 0.0, 0.1], [0.1, 0.1, 0.1], [0.1, 0.0, 0.1], [0.2, 0.1, 0.1], [0.1, 0.0, 0.0], [0.2, 0.1, -0.3], [-0.1, 0.0, 0.6], [0.1, 0.1, -0.1], [-0.1, 0.2, 0.0], [-0.1, 0.0, -0.1], [-0.1, 0.0, -0.1], [-0.1, -0.1, -0.1], [0.0, -0.1, -0.1], [0.1, -0.2, 0.0], [0.1, -0.1, 0.0], [-0.2, -0.2, -0.2], [0.1, 0.1, -0.3], [0.2, -0.2, 0.0], [-0.2, 0.0, 0.0], [-0.1, 0.1, 0.1], [-0.1, 0.0, 0.1], [0.1, 0.0, 0.2], [0.0, -0.1, 0.3], [0.2, 0.2, 0.0], [0.0, 0.0, 0.1], [0.1, 0.0, 0.1], [-0.3, 0.6, -0.5], [0.1, 0.0, 0.0], [0.1, -0.1, -0.2], [0.0, -0.1, -0.1], [0.0, -0.1, 0.0], [-0.1, 0.0, 0.0], [0.0, -0.1, 0.1], [-0.1, 0.1, 0.1], [0.0, 0.1, -0.1], [0.1, 0.3, 0.0], [0.3, -0.7, -0.5], [0.1, 0.1, 0.0], [0.1, 0.0, 0.1], [0.0, 0.0, 0.1], [0.0, 0.1, 0.1], [-0.1, 0.0, 0.1], [-0.1, 0.1, 0.0], [-0.2, 0.0, -0.1]]}


[4]
{"formula": "C27H24F3O7S2V", "method": "ωB97M-V/def2-TZVPD", "largest_force_ev_per_a": 1.85, "homo_lumo_gap_ev": [6.7590, 8.0635], "charge": -1, "e_tot_ev": -98233.4894, "de_lowest_kcal_mol": 30.3, "multiplicity": 4, "symbols": ["V", "O", "C", "C", "O", "O", "C", "C", "C", "C", "C", "C", "C", "C", "C", "C", "C", "C", "H", "H", "H", "H", "H", "H", "H", "H", "H", "H", "H", "F", "C", "F", "F", "S", "O", "O", "O", "O", "S", "C", "C", "C", "C", "H", "H", "H", "H", "H", "H", "H", "H", "C", "C", "C", "C", "C", "C", "C", "C", "H", "H", "H", "H", "H"], "coordinates": [[0.7186, 0.0790, -2.3028], [0.2785, -0.2461, 0.8895], [1.6446, -0.0990, 1.2519], [2.6029, -0.0339, 0.0266], [3.7852, -0.2507, 0.1435], [2.0131, 0.4443, -1.0286], [1.9214, -1.2466, 2.2130], [2.7861, -2.2984, 1.9389], [2.9614, -3.3218, 2.8659], [2.2697, -3.3125, 4.0669], [1.3815, -2.2765, 4.3354], [1.2133, -1.2552, 3.4140], [1.8493, 1.2685, 1.9283], [2.8894, 1.4808, 2.8256], [3.0975, 2.7383, 3.3764], [2.2687, 3.7988, 3.0282], [1.2405, 3.5934, 2.1197], [1.0334, 2.3333, 1.5709], [0.1191, 0.1743, 0.0250], [3.3322, -2.3136, 1.0079], [3.6454, -4.1311, 2.6408], [2.4214, -4.1040, 4.7912], [0.8215, -2.2652, 5.2629], [0.5235, -0.4450, 3.6210], [3.5469, 0.6589, 3.0849], [3.9134, 2.8920, 4.0725], [2.4298, 4.7808, 3.4564], [0.6006, 4.4157, 1.8217], [0.2473, 2.1882, 0.8413], [-0.8238, -1.3884, -6.1419], [0.3936, -1.3150, -5.5988], [0.7869, -0.0398, -5.6295], [1.2501, -2.0284, -6.3358], [0.3520, -1.9672, -3.8964], [-0.1093, -3.3084, -4.0628], [-0.6526, -1.0340, -3.2732], [1.7118, -1.6656, -3.4151], [0.5293, -2.5016, -1.0784], [-0.3560, -3.0092, 0.0379], [-1.9920, -2.2653, -0.2218], [-2.8048, -3.2219, -1.0855], [-2.4433, -4.6165, -0.5783], [-0.9187, -4.6297, -0.5533], [-1.8122, -1.2924, -0.6717], [-2.4274, -2.1222, 0.7698], [-2.4990, -3.1154, -2.1286], [-3.8735, -3.0137, -1.0223], [-2.8376, -5.4120, -1.2125], [-2.8454, -4.7636, 0.4285], [-0.5046, -4.6811, -1.5634], [-0.4748, -5.4059, 0.0683], [-0.4705, 1.6765, -1.9249], [-1.2067, 2.6277, -1.6979], [-2.0616, 3.7542, -1.4376], [-2.3247, 4.1666, -0.1272], [-3.1635, 5.2418, 0.1277], [-3.7595, 5.9322, -0.9201], [-3.5025, 5.5360, -2.2268], [-2.6639, 4.4613, -2.4834], [-1.8634, 3.6264, 0.6906], [-3.3509, 5.5413, 1.1518], [-4.4166, 6.7695, -0.7211], [-3.9576, 6.0668, -3.0544], [-2.4635, 4.1502, -3.5005]], "forces_ev_per_a": [[0.0, 0.0, -0.6], [-0.1, 0.0, -0.1], [0.0, 0.0, 0.2], [-0.6, 0.5, -0.4], [0.3, -0.1, 0.1], [1.3, -0.2, 1.3], [0.0, 0.0, 0.1], [0.0, 0.0, 0.0], [0.0, 0.0, 0.0], [0.0, 0.0, 0.0], [0.0, 0.0, -0.1], [0.0, 0.0, 0.0], [0.0, -0.1, -0.1], [0.1, 0.0, 0.1], [-0.1, 0.0, 0.0], [0.0, 0.0, 0.0], [0.0, -0.1, 0.0], [0.0, 0.1, 0.0], [0.2, 0.2, 0.2], [0.0, 0.0, 0.0], [0.0, 0.0, 0.0], [0.0, 0.0, 0.0], [0.0, 0.0, 0.0], [0.0, 0.0, 0.0], [0.0, 0.0, 0.0], [0.0, 0.0, 0.0], [0.0, 0.0, 0.0], [0.0, 0.0, 0.0], [0.0, 0.0, 0.0], [0.1, 0.0, -0.2], [0.0, 0.0, -0.2], [0.0, 0.1, 0.0], [-0.1, 0.0, -0.1], [-0.3, 0.2, 0.0], [0.3, -0.1, 0.2], [0.5, -0.9, -0.6], [-1.2, -0.2, -0.2], [-0.2, -0.1, 0.6], [0.6, 0.4, -0.5], [-0.2, 0.0, 0.1], [0.0, 0.0, 0.0], [0.0, 0.0, -0.1], [-0.1, -0.2, -0.1], [0.0, 0.1, 0.0], [0.0, 0.0, 0.0], [0.0, 0.0, 0.0], [0.0, 0.0, 0.0], [0.0, 0.0, 0.0], [0.0, 0.0, 0.0], [0.0, 0.0, 0.0], [0.0, 0.0, 0.0], [-0.6, 0.6, 0.3], [-0.1, 0.2, 0.0], [0.1, -0.2, 0.0], [0.0, 0.0, 0.1], [0.0, 0.0, 0.0], [0.0, 0.0, 0.0], [0.1, -0.1, 0.0], [0.0, 0.0, 0.0], [0.0, 0.0, 0.0], [0.0, 0.0, 0.0], [0.0, 0.0, 0.0], [0.0, 0.0, 0.0], [0.0, 0.0, 0.0]]}